6 unconnected molecules or ions with the total composition C16H48N4O6 at a distorted geometry. Source: the OMol25 dataset; level of theory: ωB97M-V/def2-TZVPD.

Calculated values
- SMILES string = COC[C@H](C)N.COC[C@H](C)N.COC[C@H](C)N.COC[C@H](C)N.O.O
- highest occupied orbital energy (eV) = -9.082
- HOMO-LUMO gap (eV) = 9.15

Atoms and positions in Å:
C 1.08521 6.13704 -2.10373
O 0.82556 4.80641 -2.75287
C -0.37965 4.29509 -2.32935
C -1.66381 4.91832 -2.82980
C -2.90900 4.12760 -2.70759
N -1.58550 5.12897 -4.30874
H 1.17802 6.01649 -1.02440
H 0.26580 6.83295 -2.28367
H 1.94226 6.72632 -2.42978
H -0.39256 3.21915 -2.50339
H -0.47211 4.20201 -1.24728
H -1.80245 5.85005 -2.28137
H -2.79751 3.09770 -3.04669
H -3.83503 4.51737 -3.13026
H -3.15190 4.04427 -1.64827
H -0.75591 5.60148 -4.63830
H -1.46516 4.15269 -4.53782
C 1.29158 -0.52285 -2.59502
O 1.80002 -1.54624 -3.50759
C 0.97976 -1.76514 -4.58068
C 1.57445 -2.85041 -5.57043
C 3.00860 -2.60732 -5.75460
N 0.84701 -2.63780 -6.89402
H 2.08219 -0.28661 -1.88282
H 0.42878 -0.87810 -2.03157
H 1.15250 0.42430 -3.11622
H -0.03552 -1.99936 -4.26059
H 0.75001 -0.85652 -5.13721
H 1.50888 -3.90247 -5.29298
H 3.41030 -3.00697 -4.82345
H 3.18859 -1.53944 -5.87844
H 3.46374 -3.16169 -6.57534
H -0.09801 -2.99167 -6.85134
H 1.28806 -3.18649 -7.61825
C -3.52381 -0.71337 2.27064
O -3.16505 -1.57884 3.41311
C -1.88113 -2.07996 3.45703
C -1.83581 -3.20555 4.50711
C -2.68948 -4.41477 4.16586
N -2.41439 -2.73905 5.75225
H -2.90252 0.17195 2.13531
H -4.54780 -0.36283 2.39973
H -3.61581 -1.35539 1.39461
H -1.55643 -2.49322 2.50210
H -1.22384 -1.23159 3.64760
H -0.81768 -3.52400 4.73092
H -3.72525 -4.07901 4.11547
H -2.60524 -5.24683 4.86492
H -2.48770 -4.72506 3.14063
H -2.56573 -3.55611 6.32636
H -3.28798 -2.42106 5.35752
C 1.41650 -1.10333 1.62593
O 2.17186 -0.50825 2.61004
C 1.94727 -0.98108 3.92323
C 3.04558 -0.42303 4.85629
C 4.49519 -0.61111 4.44272
N 2.97035 -1.17024 6.11534
H 1.19311 -2.16390 1.74163
H 1.77683 -0.89482 0.61857
H 0.54346 -0.45111 1.60360
H 0.96927 -0.60730 4.22636
H 1.81356 -2.06007 4.00074
H 2.91010 0.65738 4.90591
H 4.63320 -0.29988 3.40725
H 4.79807 -1.65809 4.42872
H 5.23881 -0.19120 5.12007
H 1.99541 -1.21373 6.37554
H 3.28584 -2.11559 5.95140
O -1.94776 2.41985 0.10395
H -1.95068 3.07391 0.80282
H -2.84377 2.42442 -0.23276
O -1.56226 -0.00814 -0.95334
H -1.48656 0.41839 -0.09978
H -1.29462 0.66274 -1.58145

---

8 unconnected molecules or ions with the total composition C54H83F8N7O12 at a distorted geometry. Source: the OMol25 dataset; level of theory: ωB97M-V/def2-TZVPD.

Calculated values
- SMILES string = CC[C@@H](C)c1c(O)c2c(c(CC(=O)c3ccccc3)c1CCCC(F)(F)C(F)(F)F)C(=O)C(CCCCOC)=C(C(F)(F)F)C2=O.CNC(C)=O.CNC(C)=O.CNC(C)=O.CNC(C)=O.CNC(C)=O.CNC(C)=O.CNC(C)=O
- highest occupied orbital energy (eV) = -8.460
- HOMO-LUMO gap (eV) = 7.88

Atoms and positions in Å:
C 2.14212 -3.70181 1.33714
C 2.14900 -3.47670 2.86846
C 0.76353 -2.86508 3.25375
C 0.25127 -3.39128 4.64547
C 0.83486 -1.33735 3.30437
C 1.69270 -0.79863 4.25118
O 2.43951 -1.62760 5.05457
C 1.80799 0.56344 4.41965
C 1.02884 1.39014 3.60514
C 0.20025 0.86854 2.63890
C -0.60313 1.85594 1.80726
C -2.02097 2.10530 2.36102
O -2.53643 3.20669 2.30105
C -2.82868 0.95906 2.94549
C -2.59579 0.40347 4.19247
C -3.37136 -0.65153 4.59076
C -4.35938 -1.17431 3.79037
C -4.59483 -0.61336 2.55126
C -3.82330 0.45035 2.14596
C 0.09063 -0.51950 2.47059
C -0.82795 -1.12661 1.43344
C -0.55712 -0.75736 -0.05993
C 0.89385 -0.37053 -0.40848
C 0.91037 0.28738 -1.80451
F -0.06640 -0.27975 -2.58121
F 2.06072 0.04455 -2.45685
C 0.59569 1.81086 -1.80210
F 1.18897 2.47902 -0.82563
F -0.71645 2.05254 -1.81116
F 1.06193 2.33862 -2.96777
C 1.15093 2.86309 3.87322
O 0.24060 3.66379 3.81190
C 2.53343 3.33926 4.30144
C 2.94482 4.71195 3.82193
C 3.82396 4.72274 2.52746
C 3.90565 3.36013 1.81150
C 4.72188 3.49093 0.47925
O 4.02484 2.84536 -0.55982
C 4.53630 1.54752 -0.83436
C 3.27799 2.55067 5.07077
C 4.64641 2.95488 5.58777
F 4.49026 4.00518 6.44048
F 5.49118 3.35972 4.63080
F 5.26106 1.99995 6.28730
C 2.72572 1.19293 5.44680
O 2.97509 0.64610 6.50348
H 1.26688 -4.27925 1.02171
H 3.03451 -4.23846 1.00049
H 2.09037 -2.70647 0.88599
H 2.27578 -4.41748 3.41507
H 2.97387 -2.80960 3.11525
H 0.05255 -3.23365 2.51809
H -0.57389 -4.09894 4.54352
H -0.03751 -2.55087 5.28415
H 1.10666 -3.85136 5.14923
H 3.33328 -1.26856 5.08067
H -0.11848 2.82643 1.71165
H -0.76384 1.51246 0.78142
H -1.78868 0.81666 4.79103
H -3.17765 -1.08643 5.56870
H -4.92012 -2.03027 4.15321
H -5.35703 -1.02649 1.90382
H -4.01672 0.85499 1.16143
H -1.83163 -0.75144 1.66585
H -0.89692 -2.20848 1.48261
H -0.80293 -1.64036 -0.65247
H -1.23620 0.03486 -0.38620
H 1.55212 -1.24110 -0.43808
H 1.33794 0.37002 0.26570
H 3.51808 5.22256 4.59965
H 2.06277 5.33844 3.66266
H 4.86031 4.97154 2.78659
H 3.50544 5.50449 1.83100
H 4.42204 2.61861 2.42624
H 2.89719 3.02146 1.54263
H 5.72695 3.08086 0.63259
H 4.80857 4.56496 0.26812
H 4.04383 0.78339 -0.20512
H 5.62681 1.50708 -0.73708
H 4.31949 1.29572 -1.87660
C -7.22785 1.88296 -2.73514
N -6.69296 1.07848 -1.65262
C -6.51766 1.43583 -0.35395
C -6.91487 2.83040 0.04185
O -6.05110 0.63395 0.44813
H -8.11202 1.39068 -3.14418
H -6.47691 1.96675 -3.52316
H -7.50088 2.87576 -2.39550
H -6.40626 0.13350 -1.85384
H -6.71838 2.96928 1.10152
H -6.33162 3.56335 -0.51898
H -7.98132 2.97783 -0.14409
C 4.05651 1.70996 -7.63788
N 4.96023 1.72028 -6.49641
C 4.64737 1.72538 -5.17268
C 3.18313 1.71937 -4.80357
O 5.53246 1.73357 -4.32917
H 4.25251 0.82528 -8.23844
H 4.24509 2.59376 -8.24519
H 3.01783 1.70626 -7.32528
H 5.95184 1.72460 -6.67324
H 3.08920 1.72494 -3.72911
H 2.68951 2.60677 -5.20220
H 2.70272 0.82021 -5.19233
C 10.79871 -0.51772 -0.63017
N 9.54021 0.17073 -0.41515
C 8.57933 0.47214 -1.33033
C 8.81538 0.05465 -2.76046
O 7.56629 1.06107 -0.99219
H 10.82615 -1.41628 -0.01096
H 11.62047 0.13677 -0.33379
H 10.92678 -0.79930 -1.66965
H 9.31709 0.47899 0.51794
H 7.96535 0.36608 -3.36210
H 9.71420 0.53320 -3.15184
H 8.91447 -1.02994 -2.82783
C -4.69412 -4.40165 1.27291
N -3.43213 -3.83284 0.83973
C -2.43002 -4.44798 0.16982
C -2.62051 -5.89908 -0.19186
O -1.41010 -3.83051 -0.12061
H -5.51319 -3.84055 0.81635
H -4.76332 -4.31302 2.35615
H -4.77698 -5.44585 0.99715
H -3.24752 -2.86241 1.05083
H -1.73830 -6.25022 -0.72079
H -2.75294 -6.49636 0.71176
H -3.48746 -6.01699 -0.84306
C -13.24442 1.84138 1.10907
N -12.02706 2.53239 0.72597
C -10.95885 2.03860 0.05125
C -11.00490 0.59084 -0.37142
O -10.00006 2.75542 -0.19654
H -14.09985 2.34812 0.65937
H -13.34817 1.87522 2.19472
H -13.23495 0.80626 0.78571
H -11.92929 3.50361 0.97747
H -10.08500 0.34677 -0.89540
H -11.09050 -0.05676 0.50186
H -11.84646 0.41830 -1.04370
C 4.85414 4.28093 -12.54095
N 4.71586 3.14346 -11.65012
C 3.57204 2.57392 -11.18418
C 2.26121 3.17528 -11.62930
O 3.62338 1.61298 -10.43350
H 5.39829 3.97144 -13.43488
H 5.42446 5.06306 -12.03713
H 3.88855 4.67872 -12.83347
H 5.55346 2.69424 -11.31511
H 1.44630 2.61738 -11.17798
H 2.19188 4.21553 -11.30825
H 2.16563 3.11645 -12.71425
C -0.97254 -8.38531 4.87211
N -1.76223 -7.62580 3.91981
C -3.03675 -7.17764 4.05360
C -3.75554 -7.48958 5.34286
O -3.56677 -6.54426 3.15177
H -0.07284 -7.82038 5.12116
H -0.67722 -9.33213 4.41714
H -1.52827 -8.58652 5.78139
H -1.34069 -7.38256 3.03689
H -4.75553 -7.06844 5.30018
H -3.83683 -8.56849 5.48057
H -3.22672 -7.04796 6.18839

---

2 unconnected molecules or ions with the total composition C5H11O2 at a distorted geometry. Source: the OMol25 dataset; level of theory: ωB97M-V/def2-TZVPD.

Calculated values
- spin multiplicity = 2
- highest occupied orbital energy (spin up / spin down) (eV) = -11.005 / -10.415
- HOMO-LUMO gap (spin up / spin down) (eV) = 11.78 / 6.98

Atoms and positions in Å:
C 1.33788 -1.41069 -0.80291
C 0.88174 -2.73624 -1.59236
O 1.60905 -3.69119 -1.41795
O -0.08937 -2.47525 -2.34503
H 0.40682 -1.19134 -0.28721
H 1.60283 -0.68205 -1.56494
H 2.17714 -1.67053 -0.17412
C -1.31376 1.38648 0.98275
C -0.80890 1.59110 -0.43261
C -0.16776 0.84691 1.83700
H -1.77493 2.32813 1.33797
H -2.18665 0.72790 1.07688
H 0.23669 1.91093 -0.56189
H -1.32188 2.35385 -1.01107
H 0.70366 1.47885 1.67061
H -0.50594 0.66369 2.85908
H -0.93653 0.70174 -1.05081
H 0.14994 -0.13227 1.47661

---

Question: What is the formula in the second record?
Answer: C54H83F8N7O12

---

Question: Which formula does entry 1 have?
Answer: C16H48N4O6

---

Copy entry 1 word for word.
6 unconnected molecules or ions with the total composition C16H48N4O6 at a distorted geometry. Source: the OMol25 dataset; level of theory: ωB97M-V/def2-TZVPD.

Calculated values
- SMILES string = COC[C@H](C)N.COC[C@H](C)N.COC[C@H](C)N.COC[C@H](C)N.O.O
- highest occupied orbital energy (eV) = -9.082
- HOMO-LUMO gap (eV) = 9.15

Atoms and positions in Å:
C 1.08521 6.13704 -2.10373
O 0.82556 4.80641 -2.75287
C -0.37965 4.29509 -2.32935
C -1.66381 4.91832 -2.82980
C -2.90900 4.12760 -2.70759
N -1.58550 5.12897 -4.30874
H 1.17802 6.01649 -1.02440
H 0.26580 6.83295 -2.28367
H 1.94226 6.72632 -2.42978
H -0.39256 3.21915 -2.50339
H -0.47211 4.20201 -1.24728
H -1.80245 5.85005 -2.28137
H -2.79751 3.09770 -3.04669
H -3.83503 4.51737 -3.13026
H -3.15190 4.04427 -1.64827
H -0.75591 5.60148 -4.63830
H -1.46516 4.15269 -4.53782
C 1.29158 -0.52285 -2.59502
O 1.80002 -1.54624 -3.50759
C 0.97976 -1.76514 -4.58068
C 1.57445 -2.85041 -5.57043
C 3.00860 -2.60732 -5.75460
N 0.84701 -2.63780 -6.89402
H 2.08219 -0.28661 -1.88282
H 0.42878 -0.87810 -2.03157
H 1.15250 0.42430 -3.11622
H -0.03552 -1.99936 -4.26059
H 0.75001 -0.85652 -5.13721
H 1.50888 -3.90247 -5.29298
H 3.41030 -3.00697 -4.82345
H 3.18859 -1.53944 -5.87844
H 3.46374 -3.16169 -6.57534
H -0.09801 -2.99167 -6.85134
H 1.28806 -3.18649 -7.61825
C -3.52381 -0.71337 2.27064
O -3.16505 -1.57884 3.41311
C -1.88113 -2.07996 3.45703
C -1.83581 -3.20555 4.50711
C -2.68948 -4.41477 4.16586
N -2.41439 -2.73905 5.75225
H -2.90252 0.17195 2.13531
H -4.54780 -0.36283 2.39973
H -3.61581 -1.35539 1.39461
H -1.55643 -2.49322 2.50210
H -1.22384 -1.23159 3.64760
H -0.81768 -3.52400 4.73092
H -3.72525 -4.07901 4.11547
H -2.60524 -5.24683 4.86492
H -2.48770 -4.72506 3.14063
H -2.56573 -3.55611 6.32636
H -3.28798 -2.42106 5.35752
C 1.41650 -1.10333 1.62593
O 2.17186 -0.50825 2.61004
C 1.94727 -0.98108 3.92323
C 3.04558 -0.42303 4.85629
C 4.49519 -0.61111 4.44272
N 2.97035 -1.17024 6.11534
H 1.19311 -2.16390 1.74163
H 1.77683 -0.89482 0.61857
H 0.54346 -0.45111 1.60360
H 0.96927 -0.60730 4.22636
H 1.81356 -2.06007 4.00074
H 2.91010 0.65738 4.90591
H 4.63320 -0.29988 3.40725
H 4.79807 -1.65809 4.42872
H 5.23881 -0.19120 5.12007
H 1.99541 -1.21373 6.37554
H 3.28584 -2.11559 5.95140
O -1.94776 2.41985 0.10395
H -1.95068 3.07391 0.80282
H -2.84377 2.42442 -0.23276
O -1.56226 -0.00814 -0.95334
H -1.48656 0.41839 -0.09978
H -1.29462 0.66274 -1.58145